# 1
Density functional theory data (wB97M-V/def2-TZVPD) for a molecular structure, C4HCoLiO5 in a non-equilibrium geometry.

Computed properties:
Net charge ... +2
ΔE to the lowest compared entry with this formula, charge and spin ... 0.0 kJ/mol
Gap between HOMO and LUMO (spin up / spin down) ... 8.53 / 8.26 eV
HOMO level (spin up / spin down) ... -18.6 / -19.3 eV
Multiplicity ... 6
DFT total energy ... -52211.409 eV
M ... 194.9 g/mol

CARTESIAN COORDINATES (ANGSTROEM)
O (2.479, -0.722, 0.321)
O (0.363, -0.375, -0.458)
O (1.728, 1.299, -0.034)
C (-1.368, -1.837, -0.492)
C (0.056, -1.757, -0.599)
C (1.569, 0.043, -0.086)
H (-1.802, -2.846, -0.597)
Co (3.462, 0.892, 0.497)
O (-1.409, 2.408, 0.714)
C (-1.689, 2.955, 1.668)
O (-2.153, -0.858, -0.326)
Li (-1.235, 0.799, -0.606)

Forces on atoms 1 to 6 (eV/Å):
O -0.30 -0.54 -0.56
O 1.28 -1.18 -0.48
O -0.74 0.26 -0.62
C -3.21 -1.20 -0.08
C -0.69 2.97 0.60
C -1.23 -0.42 0.56

=====

# 2
Density functional theory data (wB97M-V/def2-TZVPD) for a molecular structure, C4HF2N in a non-equilibrium geometry.

Computed properties:
ΔE to the lowest compared entry with this formula, charge and spin ... 657.5 kJ/mol
Gap between HOMO and LUMO (spin up / spin down) ... 8.30 / 8.34 eV
HOMO level (spin up / spin down) ... -11.9 / -11.6 eV
DFT total energy ... -11079.251 eV
M ... 101.1 g/mol

CARTESIAN COORDINATES (ANGSTROEM)
C (2.049, 0.136, 0.036)
C (3.168, 0.448, -0.038)
C (-1.380, -1.017, 0.095)
C (-0.594, 0.288, 0.024)
N (-1.978, -2.011, 0.136)
F (-0.837, 0.920, -1.189)
F (-1.083, 1.070, 1.000)
H (0.655, 0.166, -0.064)

Forces on atoms 1 to 6 (eV/Å):
C -6.26 -1.26 0.15
C 5.51 1.39 -0.30
C 0.37 -0.48 -0.29
C -2.97 0.19 -1.45
N 0.95 1.55 -0.02
F 0.32 -0.88 1.47

=====

# 3
Density functional theory data (wB97M-V/def2-TZVPD) for 2 unconnected molecules or ions with the total composition C4HF6P in a non-equilibrium geometry.

Computed properties:
ΔE to the lowest compared entry with this formula, charge and spin ... 163.2 kJ/mol
Gap between HOMO and LUMO ... 9.00 eV
HOMO level ... -10.1 eV
DFT total energy ... -29754.214 eV
M ... 194.0 g/mol

CARTESIAN COORDINATES (ANGSTROEM)
C (0.703, -1.159, -0.007)
C (-0.611, -1.188, -0.088)
C (0.304, 1.086, -0.692)
C (1.315, 0.224, 0.023)
F (1.534, -2.112, 0.188)
F (-1.430, -2.224, -0.106)
F (0.035, 2.696, 0.101)
F (1.698, 0.403, 1.351)
F (-2.300, 0.861, 1.076)
F (-2.304, 0.724, -1.249)
P (-1.234, 0.480, -0.190)
H (2.289, 0.207, -0.407)

Forces on atoms 1 to 6 (eV/Å):
C 0.10 1.80 0.25
C -1.89 -0.24 -0.09
C -1.35 3.53 2.85
C 0.24 -0.25 0.40
F 0.66 -1.65 -0.10
F 0.06 -0.61 0.11

=====

# 4
Density functional theory data (wB97M-V/def2-TZVPD) for a molecular structure, C4HLi2O in a non-equilibrium geometry.

Computed properties:
ΔE to the lowest compared entry with this formula, charge and spin ... 81.8 kJ/mol
Gap between HOMO and LUMO (spin up / spin down) ... 4.52 / 4.42 eV
HOMO level (spin up / spin down) ... -5.9 / -5.9 eV
Multiplicity ... 2
DFT total energy ... -6615.378 eV
M ... 78.9 g/mol

CARTESIAN COORDINATES (ANGSTROEM)
C (-0.711, -2.368, -0.504)
C (-1.309, -1.329, 0.174)
O (0.276, 1.301, 0.264)
C (0.620, 0.254, -0.493)
C (-0.010, -0.935, -0.136)
H (1.306, 0.411, -1.334)
Li (1.454, 1.485, 1.632)
Li (-1.627, 1.180, 0.396)

Forces on atoms 1 to 6 (eV/Å):
C 0.76 2.55 1.57
C -1.03 -0.22 0.03
O -0.07 2.80 1.65
C -0.29 -2.67 0.65
C 0.74 -0.60 -3.05
H -0.25 -0.22 0.29

=====

# 5
Density functional theory data (wB97M-V/def2-TZVPD) for 2 unconnected molecules or ions with the total composition C4HN2P in a non-equilibrium geometry.

Computed properties:
ΔE to the lowest compared entry with this formula, charge and spin ... 353.1 kJ/mol
Gap between HOMO and LUMO (spin up / spin down) ... 8.10 / 5.43 eV
HOMO level (spin up / spin down) ... -11.4 / -9.6 eV
DFT total energy ... -16426.183 eV
M ... 108.0 g/mol

CARTESIAN COORDINATES (ANGSTROEM)
C (-0.028, 2.148, -0.308)
C (-0.475, -0.247, 1.057)
C (0.231, -1.656, -0.729)
C (0.398, -0.519, -0.004)
N (-0.295, 3.257, -0.250)
N (-1.206, -0.100, 1.934)
P (0.097, -2.980, -1.584)
H (1.278, 0.099, -0.117)

Forces on atoms 1 to 6 (eV/Å):
C 0.43 -2.39 -0.35
C -0.44 -0.02 0.68
C -0.10 -1.31 -1.38
C 0.37 0.63 -0.06
N -0.42 1.95 0.11
N -0.07 0.03 0.13

=====

# 6
Density functional theory data (wB97M-V/def2-TZVPD) for C4HN2P in the gas phase in a non-equilibrium geometry.

Computed properties:
ΔE to the lowest compared entry with this formula, charge and spin ... 137.7 kJ/mol
Gap between HOMO and LUMO ... 8.54 eV
HOMO level ... -10.6 eV
DFT total energy ... -16428.415 eV
M ... 108.0 g/mol

CARTESIAN COORDINATES (ANGSTROEM)
N (3.708, -0.611, -1.062)
C (2.664, -0.656, -0.550)
C (1.473, -0.648, 0.119)
P (1.110, -0.608, 1.777)
C (-0.049, -0.487, 0.320)
C (-1.142, -1.898, -0.027)
N (-1.925, -2.698, -0.032)
H (-0.627, 0.301, 0.029)

Forces on atoms 1 to 6 (eV/Å):
N -1.21 -0.13 0.61
C 2.00 0.12 -2.12
C -3.10 0.38 3.65
P -0.36 -0.04 -1.91
C 1.16 -5.62 -0.40
C 5.47 6.18 1.11

=====

# 7
Density functional theory data (wB97M-V/def2-TZVPD) for C4HN3O in the gas phase in a non-equilibrium geometry.

Computed properties:
ΔE to the lowest compared entry with this formula, charge and spin ... 153.7 kJ/mol
Gap between HOMO and LUMO ... 8.64 eV
HOMO level ... -11.5 eV
DFT total energy ... -10678.363 eV
M ... 107.1 g/mol

CARTESIAN COORDINATES (ANGSTROEM)
N (-3.148, -0.070, 0.916)
C (-2.073, 0.069, 0.411)
C (-0.691, 0.102, -0.113)
N (-0.427, 0.722, -1.208)
N (1.080, 0.658, -1.414)
C (1.532, 0.001, -0.440)
C (0.512, -0.381, 0.563)
O (0.606, -1.053, 1.614)
H (2.611, -0.049, -0.327)

Forces on atoms 1 to 6 (eV/Å):
N 4.82 0.76 -2.34
C -3.32 -1.07 1.93
C -2.55 1.74 -0.77
N 0.32 -0.64 0.55
N -1.48 -0.19 0.17
C 2.01 0.81 0.24

=====

# 8
Density functional theory data (wB97M-V/def2-TZVPD) for a molecular structure, C4HN3O7P in a non-equilibrium geometry.

Computed properties:
Net charge ... -1
Gap between HOMO and LUMO (spin up / spin down) ... 7.52 / 7.52 eV
HOMO level (spin up / spin down) ... -5.2 / -5.2 eV
DFT total energy ... -32255.248 eV
M ... 234.0 g/mol

CARTESIAN COORDINATES (ANGSTROEM)
C (1.871, 0.832, 0.744)
C (0.572, -1.593, -0.062)
C (1.068, -1.615, 1.412)
C (-0.888, -0.657, 1.490)
N (0.200, -1.030, 2.238)
N (-0.541, -0.962, 0.079)
N (2.039, 0.146, -0.361)
O (0.959, 1.616, 0.836)
O (-1.906, -0.059, 1.793)
O (2.757, 0.483, 1.787)
O (2.357, -1.970, 1.704)
O (4.881, -1.061, 1.738)
O (3.213, -0.668, -0.262)
O (-1.383, -0.809, -1.059)
P (3.482, -0.812, 1.308)
H (-1.667, 0.100, -1.025)

Forces on atoms 1 to 6 (eV/Å):
C -1.08 0.86 -0.55
C 1.47 -1.10 0.13
C -2.04 2.21 -0.68
C -1.86 2.05 -1.58
N 2.44 -2.07 0.35
N -0.76 0.02 0.06

=====

Q: Look up the M of the third one.
A: 194.0 g/mol

=====

Q: Look up the DFT total energy of the eighth one.
A: -32255.248 eV

=====

Q: The highest M belongs to which entry?
A: C4HN3O7P